C26H78O13S13 | ωB97M-V/def2-TZVPD

## Properties
LUMO in eV: -0.283
E_tot in Eh: -7191.00694
Energy relative to the best compared isomer or geometry (same formula, charge and spin) in eV: 15.025
M in g mol⁻¹: 1015.77
Charge: 0
Strongest force on any atom in eV/A: 19.5

Each line ends with the Löwdin charge.
Atoms and positions in Å:
S 29.76900 34.08300 25.13800  0.79
S 24.56800 29.22700 33.67400  0.89
S 26.65200 26.78800 26.05300  0.80
S 24.68100 35.98000 29.53200  0.83
S 30.49000 30.13900 25.37900  0.83
S 24.19700 30.04500 26.78700  0.85
S 28.43200 37.45800 31.13100  0.77
S 33.88400 32.47800 27.32600  0.87
S 34.09300 33.04900 31.20200  0.76
S 25.07300 26.86300 30.17900  0.85
S 28.71700 32.54300 32.85900  0.84
S 28.82900 31.79600 28.46600  0.83
S 33.75900 26.44300 28.60100  0.83
O 29.33900 33.13100 34.13800  -0.55
O 33.08100 32.03800 28.48100  -0.59
O 29.39600 31.03800 25.72500  -0.60
O 25.39400 27.96300 29.19100  -0.58
O 29.28000 38.68000 30.77800  -0.58
O 27.76500 25.80000 25.77500  -0.57
O 30.36800 35.38600 24.60300  -0.57
O 28.46900 32.89400 29.50900  -0.61
O 34.25900 26.39200 30.02100  -0.56
O 25.52400 36.76600 30.54900  -0.59
O 34.91000 34.31500 31.09400  -0.53
O 24.63500 27.66500 33.52700  -0.56
O 24.13100 30.90600 25.46400  -0.55
C 28.60800 34.69800 26.33900  -0.30
C 30.00400 30.83100 29.41800  -0.25
C 30.08900 28.52400 26.06200  -0.24
C 28.37200 37.42500 32.97200  -0.28
C 28.61000 33.62200 23.92000  -0.33
C 27.09100 33.36300 32.73400  -0.19
C 26.56900 26.57800 31.10200  -0.27
C 35.51100 32.79100 28.01000  -0.26
C 22.84900 28.90300 26.80500  -0.18
C 32.44400 33.29300 31.51800  -0.30
C 34.43200 30.95200 26.42700  -0.23
C 25.17000 25.33600 29.28100  -0.24
C 25.90600 35.02000 28.62700  -0.26
C 27.33900 30.68500 28.36500  -0.23
C 28.15800 30.87800 33.19600  -0.26
C 23.79900 30.92100 28.29200  -0.24
C 23.69100 34.79500 30.30500  -0.31
C 30.46800 29.80700 23.59400  -0.21
C 34.58900 32.19500 32.71900  -0.24
C 22.83400 29.48600 33.91300  -0.27
C 26.78600 28.12900 24.83900  -0.23
C 35.14500 27.07600 27.63100  -0.31
C 25.30400 25.82600 25.35200  -0.23
C 24.53400 30.05100 32.14000  -0.29
C 29.50900 36.01100 30.95600  -0.27
C 32.90100 28.02900 28.57600  -0.28
H 27.99700 35.47700 25.99300  0.04
H 35.82600 26.12600 27.42100  0.09
H 30.85200 31.54100 29.57600  0.03
H 27.53800 38.04300 33.55700  0.09
H 34.15200 31.19300 32.80500  0.06
H 22.72200 28.71000 25.79800  0.06
H 25.25300 24.90500 25.82500  0.03
H 34.25300 32.92200 33.49500  0.06
H 31.94700 27.89000 29.10200  0.05
H 23.51800 34.00600 29.69700  0.00
H 33.49500 28.79900 29.09600  0.08
H 24.39800 26.29600 25.44800  0.00
H 29.86000 36.02600 29.75900  0.14
H 26.70400 30.52600 29.32300  0.08
H 25.32700 29.69200 31.71500  -0.05
H 25.70500 28.55200 24.72400  0.09
H 29.59200 29.30800 23.13800  0.08
H 32.45800 28.23100 27.65300  -0.01
H 27.34800 34.21300 32.41900  -0.07
H 31.21000 29.19500 23.28800  0.01
H 23.89000 30.21500 29.07900  0.02
H 36.18500 32.78700 27.26700  0.00
H 29.79500 28.72400 27.22400  0.09
H 22.77300 35.32900 30.83500  0.12
H 23.96300 34.17300 31.07300  0.01
H 26.60700 25.59600 31.46800  0.03
H 26.28600 34.34900 29.44500  0.06
H 32.32200 33.97300 32.38500  0.09
H 22.44600 29.16100 34.88200  0.07
H 24.44800 25.30100 28.62700  -0.01
H 22.27500 29.04900 33.15400  0.05
H 22.73400 30.41500 34.35600  0.03
H 24.59400 31.14400 32.29200  0.08
H 32.04200 32.38500 31.79200  0.02
H 30.15100 36.23200 31.84300  0.05
H 29.41000 37.79600 33.30500  0.07
H 34.40000 30.02000 26.98800  0.03
H 25.48200 25.95000 24.21700  0.10
H 27.37000 28.93100 25.34600  0.04
H 35.96700 27.68700 28.15600  0.08
H 25.20100 24.40900 29.74800  0.06
H 23.65900 29.89600 31.54600  0.06
H 33.85200 30.91900 25.63200  -0.06
H 35.81600 32.01800 28.60000  0.02
H 23.06000 28.03000 27.28700  0.05
H 32.10100 33.62000 30.48300  0.08
H 26.46700 32.97600 32.01500  0.03
H 24.48200 31.71900 28.45900  0.03
H 28.03100 34.45000 23.39300  0.07
H 26.45900 35.66500 27.93000  0.05
H 22.76400 31.11400 28.15800  0.05
H 26.56600 31.20500 27.65300  0.06
H 30.71000 30.63800 23.08400  0.01
H 35.69900 32.24800 32.77100  0.06
H 27.48300 26.63600 30.42400  0.09
H 35.55000 33.57200 28.80900  0.06
H 28.93700 35.15500 31.09600  -0.04
H 27.17100 27.78600 24.00100  -0.01
H 29.25200 28.00600 25.67200  -0.01
H 27.80300 32.81900 24.55500  0.14
H 27.41300 31.03300 34.09300  0.10
H 29.16300 33.26600 23.01200  0.05
H 30.15200 29.83200 28.87800  0.05
H 22.17700 29.31200 27.07100  -0.11
H 27.57100 30.53900 32.34100  0.03
H 26.57300 27.30300 32.01500  0.06
H 28.86900 30.20600 33.42900  0.00
H 29.07700 35.01800 27.32300  0.08
H 27.69300 29.75700 28.03200  0.00
H 27.91400 33.90900 26.59900  0.01
H 29.52300 30.83500 30.49800  0.07
H 25.37100 34.40100 27.84600  0.07
H 30.88700 27.84200 26.06100  0.03
H 35.49400 31.17800 25.85600  0.13
H 34.97600 27.80000 26.83200  0.02
H 28.21500 36.21700 33.11300  0.08
H 26.00800 25.38100 28.72700  0.01
H 26.56500 33.46900 33.58900  0.04